52
Properties=species:S:1:pos:R:3:nbo_charge:R:1 method="wB97M-V/def2-TZVPD" spin_multiplicity=1 homo_energy_ev=-12.53 energy_ha=-2120.6346 e_lumo_ev=-3.39 orbital_gap_ev=9.14 charge=+1
N -3.570 0.981 -0.200 -0.811
C -3.323 2.369 0.174 -0.248
C -2.186 2.984 -0.637 0.099
O -1.048 2.155 -0.799 -0.726
C -1.660 4.307 -0.058 -0.712
P -0.998 4.170 1.626 0.422
B 0.968 4.364 1.733 0.815
N 1.798 3.766 0.782 -1.030
O 1.454 5.111 2.779 -0.881
P -1.966 5.791 2.913 1.297
O -2.021 5.017 4.351 -0.966
O -3.477 5.739 2.324 -0.984
H -2.827 0.372 0.130 0.349
H -4.391 0.633 0.282 0.376
H -4.224 2.933 -0.076 0.218
H -3.197 2.494 1.262 0.139
H -2.584 3.247 -1.621 0.204
H -1.193 1.270 -0.450 0.491
H -2.484 5.027 -0.058 0.273
H -0.901 4.703 -0.732 0.281
H -1.338 2.921 2.175 0.040
H 1.379 3.054 0.190 0.415
H 2.623 3.354 1.209 0.419
H 1.297 4.689 3.632 0.511
H -1.985 4.056 4.263 0.496
H -4.049 5.095 2.767 0.510
O -0.085 -1.822 -0.975 -1.100
P 0.815 -2.969 -0.803 2.578
O 2.353 -2.548 -0.970 -0.805
C 2.931 -1.579 -0.091 -0.064
C 3.129 -2.104 1.319 -0.640
O 0.692 -3.879 -2.118 -0.846
C -0.203 -3.578 -3.192 -0.054
C 0.506 -2.814 -4.288 -0.631
O 0.831 -4.091 0.283 -0.839
C 1.009 -5.508 0.057 -0.042
C 2.407 -5.857 -0.391 -0.642
H 2.308 -0.678 -0.084 0.170
H 3.892 -1.313 -0.528 0.194
H 2.173 -2.301 1.809 0.210
H 3.675 -1.377 1.921 0.214
H 3.685 -3.040 1.306 0.222
H -1.077 -3.038 -2.830 0.192
H -0.553 -4.539 -3.573 0.182
H 0.964 -1.906 -3.894 0.214
H -0.192 -2.539 -5.079 0.217
H 1.303 -3.419 -4.720 0.213
H 0.253 -5.876 -0.633 0.196
H 0.805 -5.971 1.021 0.193
H 2.637 -5.434 -1.367 0.231
H 2.501 -6.942 -0.456 0.227
H 3.145 -5.482 0.318 0.211